(1)
Computed, not measured: a cluster of 2 separate species, C37H45N4OP in total at a distorted geometry, with ωB97M-V with the def2-TZVPD basis set.

Output
E_LUMO (eV): -2.7972
Total energy (eV): -56391.2936
Frontier orbital gap (hartree): 0.084
HOMO (eV): -5.09

Each line ends with the Löwdin charge.
CARTESIAN COORDINATES (ANGSTROEM)
P -1.7920 -0.1322 0.0888  1.286
O 5.9251 3.2458 -3.5688  -0.106
N -1.3681 -1.4367 1.1505  -0.193
N 3.1620 -1.8385 -5.4325  0.087
N 3.0312 -4.8256 -2.4017  0.087
N -0.7938 0.8935 1.0874  -0.193
C 4.0289 1.7516 -3.9367  -0.011
C -1.2903 -0.8818 2.4592  -0.103
C -1.9990 3.0015 0.8696  -0.152
C 2.8734 -2.3207 -2.9277  -0.309
C -3.6446 2.3510 2.6479  -0.040
C 5.3835 4.1376 -4.5594  -0.075
C 0.7849 -4.6882 2.2481  -0.062
C -1.8478 -5.1714 0.7444  -0.008
C 0.3158 -3.9098 1.0203  -0.382
C 3.0924 -1.3089 -1.8717  -0.174
C -4.0065 -4.0716 0.8963  -0.027
C -0.8466 5.1089 0.5665  -0.043
C 5.6985 1.3332 -2.1568  -0.010
C -1.9826 -2.7608 0.9732  -0.158
C -4.4371 2.4825 0.2653  -0.050
C -0.9545 0.4260 2.4192  -0.107
C 3.7200 -0.0413 -2.3457  -0.252
C -1.2088 -3.9318 0.8888  -0.120
C -4.5643 -1.4667 2.7240  -0.038
C 0.4261 3.0388 0.6661  -0.123
C -3.2602 2.1994 1.1887  -0.411
C -5.3703 -1.3743 0.3292  -0.051
C -4.1779 -1.5672 1.2593  -0.411
C 0.3711 4.4301 0.5063  -0.019
C 2.9965 -2.0114 -4.2780  -0.315
C 1.8078 2.3663 0.6625  -0.354
C 5.2254 2.1215 -3.2586  -0.265
C 2.6246 2.8839 1.8632  -0.061
C -3.2528 -5.2439 0.7460  -0.036
C -3.3785 -2.8351 0.9864  -0.159
C 3.2598 0.7065 -3.4338  -0.061
C -0.7734 2.3364 0.8428  -0.168
C 2.8975 -3.6804 -2.6262  -0.307
C 0.9969 -4.4232 -0.2409  -0.081
C 4.9157 0.2904 -1.7091  -0.070
C 2.5503 2.6455 -0.6452  -0.053
C -2.0313 4.3892 0.7535  -0.024
H 2.3373 0.4016 -3.9423  0.119
H 2.0777 -4.4290 -0.0970  0.067
H 5.2645 -0.3551 -0.8946  0.118
H -3.5098 -0.6974 1.0552  0.019
H 3.7101 2.2781 -4.8501  0.108
H -6.1937 -2.0551 0.5796  0.087
H -3.8230 3.4096 2.8792  0.095
H -3.7603 -6.2053 0.6501  0.111
H 3.5855 2.3670 1.9141  0.081
H -1.4500 -1.4850 3.3542  0.139
H -5.2235 1.7235 0.3995  0.066
H -5.7629 -0.3484 0.4020  0.065
H -4.8856 3.4600 0.4832  0.088
H 0.7778 -3.7878 -1.1051  0.078
H 6.1342 4.9260 -4.6358  0.089
H -4.5503 1.7780 2.8878  0.080
H 1.2993 5.0042 0.3738  0.122
H -0.8880 6.2029 0.4765  0.116
H -2.8375 1.9902 3.2965  0.071
H -4.1263 2.4491 -0.7845  0.094
H 0.5747 -2.8563 1.1540  0.117
H 1.8739 -4.6190 2.3327  0.085
H 2.0999 -1.0473 -1.6124  0.079
H 4.4261 4.5677 -4.2438  0.092
H 0.5218 -5.7511 2.1799  0.080
H -5.1001 -4.1003 0.9668  0.120
H -3.6662 -1.4566 3.3529  0.069
H 0.6854 -5.4469 -0.5050  0.088
H -3.0176 1.1102 1.0377  0.015
H -1.2599 -6.0990 0.6718  0.126
H 2.8605 3.9564 1.7735  0.080
H -5.1280 -0.5475 2.9309  0.079
H 6.6605 1.5800 -1.6895  0.116
H 1.6176 1.2885 0.7815  0.126
H -5.1748 -2.3315 3.0147  0.095
H 2.0128 2.2881 -1.5326  0.087
H 5.2876 3.6114 -5.5113  0.088
H 2.7627 3.7200 -0.7758  0.088
H -3.0024 4.8873 0.8411  0.120
H -5.0735 -1.5333 -0.7138  0.095
H 3.5034 2.1215 -0.6570  0.063
H -0.7919 1.0748 3.2788  0.138
H 2.1352 2.7429 2.8456  0.082
H 3.5695 -1.7070 -0.9979  0.106
H 0.3405 -4.2985 3.1741  0.077

---

(2)
Computed, not measured: a cluster of 2 separate species, C9H12BCl3O2 in total at a distorted geometry, with ωB97M-V with the def2-TZVPD basis set.

Output
E_LUMO (eV): -2.1502
Total energy (eV): -51869.6378
Frontier orbital gap (hartree): 0.290
HOMO (eV): -10.03

Each line ends with the natural charge from an NBO analysis.
CARTESIAN COORDINATES (ANGSTROEM)
Cl -2.1348 1.2601 3.6692  -0.237
Cl -4.3486 -0.1169 2.0045  -0.210
Cl -1.6740 -1.5419 2.5706  -0.271
O 1.1043 -1.5618 1.1919  -0.774
O -2.0110 0.6968 0.9932  -0.555
C 1.2460 2.3927 -2.0525  -0.233
C 0.9071 1.7880 -0.8471  -0.096
C -1.4579 1.9229 -1.4554  -0.100
C 0.2424 2.7388 -2.9727  -0.122
C 2.4132 -3.5128 0.6133  -0.622
C -0.4483 1.5731 -0.5164  -0.220
C -0.7879 1.0061 0.7556  0.517
C -1.1055 2.4947 -2.6677  -0.229
C 1.0322 -2.9387 0.8529  -0.060
B -2.5431 0.1272 2.2582  0.393
H 2.2904 2.5982 -2.2932  0.233
H 0.5108 3.1920 -3.9267  0.229
H -0.0286 0.8550 1.5324  0.218
H 3.0054 -3.4692 1.5329  0.209
H -2.5030 1.7386 -1.2029  0.245
H 0.2834 -1.3772 1.7032  0.480
H 0.4253 -3.0607 -0.0566  0.154
H 2.3262 -4.5626 0.3166  0.210
H 1.6495 1.4576 -0.1200  0.236
H 2.9379 -2.9668 -0.1762  0.205
H 0.5577 -3.4884 1.6779  0.167
H -1.8891 2.7551 -3.3851  0.232

---

(3)
Computed, not measured: a structure of composition C23H36NO3Si2 at a distorted geometry, with ωB97M-V with the def2-TZVPD basis set.

Output
E_LUMO (eV): -4.4778
Total energy (eV): -47812.2976
Frontier orbital gap (hartree): 0.203
Relative energy (zero: lowest compared OMol25 entry of this formula, charge and spin) (kJ/mol): 397.4
Net charge: +1
HOMO (eV): -9.99

Each line ends with the natural charge from an NBO analysis.
CARTESIAN COORDINATES (ANGSTROEM)
Si -3.1395 0.8489 2.0587  1.887
Si -0.9221 3.1133 -0.4744  1.898
O 3.9574 -0.9231 0.1017  -0.431
O -2.3720 0.0533 0.7248  -0.698
O -1.0774 1.8797 0.7047  -0.718
N -1.2071 0.5405 0.1937  0.126
C 2.8848 -1.4744 -1.8748  -0.108
C 3.8442 -2.7061 -3.7184  -0.209
C -2.0375 -3.2478 1.8963  -0.241
C -4.1503 2.2475 1.3605  -1.161
C -1.6183 -2.2473 1.0316  -0.061
C -0.3327 -2.6047 3.4889  -0.226
C -4.2289 -0.5160 2.7459  -1.148
C 0.3427 2.6668 -1.7550  -1.168
C 2.0059 -0.8084 -2.7643  -0.188
C 0.1948 -1.7074 2.5568  -0.178
C -0.5280 -1.4136 1.3688  -0.174
C 4.1446 -1.2349 1.5048  -0.262
C -0.1607 -0.2653 0.5921  0.338
C 2.1597 -0.9940 -4.1304  -0.201
C -2.5498 3.4082 -1.3293  -1.163
C -1.8829 1.3107 3.3627  -1.154
C 3.2592 -2.1543 -6.0877  -0.640
C 3.7656 -2.5032 -2.3576  -0.168
C -0.4236 4.5114 0.6478  -1.151
C 2.8396 -1.0660 -0.5251  0.400
C -1.4579 -3.3651 3.1648  -0.169
C 1.2242 0.0482 0.2924  -0.724
C 3.0792 -1.9390 -4.6152  0.033
H 1.1290 -1.1679 2.7572  0.207
H 1.3655 2.6282 -1.3544  0.240
H -1.8628 -4.0782 3.8804  0.232
H -0.1028 5.3871 0.0671  0.254
H 5.0540 -1.8359 1.5230  0.229
H -2.0763 -2.1435 0.0526  0.225
H 1.2801 0.7488 -0.5561  0.260
H 0.4150 4.2084 1.2900  0.248
H -5.0834 2.3473 1.9392  0.253
H -1.4486 2.3053 3.1918  0.247
H 4.2762 -0.3030 2.0566  0.212
H -4.4253 2.0576 0.3141  0.255
H -1.0634 0.5829 3.4504  0.242
H 0.3284 3.4547 -2.5287  0.264
H -3.6328 3.2144 1.4077  0.240
H -2.8565 -3.8943 1.5841  0.233
H -4.6964 -1.1065 1.9444  0.249
H -2.4056 1.3357 4.3351  0.247
H -3.6600 -1.2082 3.3852  0.246
H -1.2493 4.8306 1.2981  0.254
H 1.7989 -1.1583 0.0928  0.290
H -2.3675 4.0383 -2.2111  0.251
H -2.9967 2.4744 -1.6883  0.251
H 3.9558 -2.9845 -6.2563  0.224
H 4.5200 -3.4609 -4.1291  0.232
H 0.1532 -2.7098 4.4660  0.233
H -3.2909 3.9194 -0.7077  0.254
H -5.0235 -0.0598 3.3606  0.250
H 1.2649 -0.1296 -2.3426  0.210
H 0.1051 1.7137 -2.2527  0.240
H 2.3140 -2.3848 -6.5945  0.235
H 3.6749 -1.2568 -6.5618  0.236
H 1.5719 -0.4041 -4.8410  0.227
H 1.7710 0.4490 1.1684  0.267
H 4.3507 -3.0900 -1.6448  0.227
H 3.3000 -1.7773 1.9391  0.198

---

(4)
Computed, not measured: a structure of composition C25H25F3N2O2SV at a distorted geometry, with ωB97M-V with the def2-TZVPD basis set.

Output
E_LUMO (alpha / beta) (eV): -0.4696 / -0.7515
Total energy (eV): -78083.7041
Frontier orbital gap (alpha / beta) (hartree): 0.263 / 0.262
Relative energy (zero: lowest compared OMol25 entry of this formula, charge and spin) (kJ/mol): 0.0
Multiplicity: 2
⟨S²⟩: 0.803
HOMO (alpha / beta) (eV): -7.63 / -7.89

Each line ends with the Löwdin spin population.
CARTESIAN COORDINATES (ANGSTROEM)
V -0.4600 0.4170 0.8252  1.155
S 0.0261 0.5030 3.1028  0.014
F -1.2061 7.0846 -0.6545  0.000
F 0.9446 6.8662 -0.8164  0.001
F 0.0390 7.2718 1.1065  0.001
O 1.3224 0.3025 -0.1537  -0.002
O 0.3900 -1.4335 0.8222  0.020
N -0.4573 2.4127 0.7024  -0.003
N -2.0580 0.2118 0.6490  -0.177
C 2.3330 -0.5458 1.8687  0.003
C -3.3871 0.0707 0.1925  -0.012
C 3.9229 -0.1623 4.0814  -0.001
C -3.6827 1.4361 3.1464  -0.001
C -2.5676 -0.1122 -2.2549  -0.001
C -1.4777 4.5233 0.2703  -0.003
C -4.2222 0.0922 2.6405  -0.002
C 0.8921 4.3696 0.4460  -0.003
C 2.5783 0.1821 4.1339  0.003
C -0.2402 5.1257 0.2209  0.015
C -1.5445 3.1619 0.5029  0.015
C 3.6817 -0.8611 1.8050  0.000
C 4.4829 -0.6810 2.9203  0.004
C 1.7467 0.0001 3.0256  0.002
C -3.6488 -0.0174 -1.1843  -0.017
C -0.1162 6.6071 -0.0439  0.002
C 0.7374 3.0257 0.7181  0.015
C 1.3763 -0.6500 0.7280  0.005
C -4.4334 0.0716 1.1299  -0.018
C -4.9754 -0.0561 -1.6028  0.002
C -1.7366 -1.3960 -2.1319  -0.001
C -6.0241 -0.0260 -0.6975  -0.018
C -1.6726 1.1268 -2.3774  0.001
C -3.3888 -1.0875 3.1496  -0.001
C -5.7418 0.0234 0.6573  0.002
H -2.6620 1.6123 2.8098  0.000
H 2.1542 0.6031 5.0384  0.000
H -3.8162 -2.0330 2.8064  0.000
H 4.5451 -0.0124 4.9571  0.000
H -2.3868 5.0865 0.1101  0.000
H -2.3865 -2.2739 -2.1404  0.000
H -5.1835 -0.1170 -2.6661  0.000
H -1.0400 -1.4793 -2.9706  0.000
H -1.1562 -1.4237 -1.2128  0.000
H -3.1167 -0.1812 -3.1947  0.000
H -2.2648 2.0462 -2.3745  0.000
H -7.0510 -0.0474 -1.0451  -0.001
H -5.2203 -0.0257 3.0663  0.000
H -1.1107 1.0880 -3.3142  0.000
H -2.4913 2.6403 0.5159  0.000
H 1.5997 2.4099 0.9132  0.001
H -2.3569 -1.0360 2.8113  0.000
H -0.9333 1.1990 -1.5797  0.001
H -3.6746 1.4568 4.2402  0.000
H 5.5349 -0.9387 2.8830  0.000
H -3.3795 -1.0955 4.2440  0.000
H 4.0992 -1.2620 0.8882  0.000
H -6.5530 0.0228 1.3787  0.000
H 1.8809 4.8073 0.4225  -0.001
H -4.3117 2.2615 2.7973  0.000

---

(5)
Computed, not measured: a cluster of 2 separate species, C8H13FNO4 in total at a distorted geometry, with ωB97M-V with the def2-TZVPD basis set.

Output
E_LUMO (eV): -4.7614
Total energy (eV): -20894.9076
Frontier orbital gap (hartree): 0.346
Relative energy (zero: lowest compared OMol25 entry of this formula, charge and spin) (kJ/mol): 63.4
Net charge: +1
HOMO (eV): -14.19

Each line ends with the natural charge from an NBO analysis.
CARTESIAN COORDINATES (ANGSTROEM)
F -1.9228 0.2817 1.9173  -0.569
O 1.0834 0.0473 -1.3048  -0.505
O 0.7676 -1.0511 1.2017  -0.417
O -2.3171 0.4408 -1.2662  -0.392
O 1.0101 2.6132 0.4848  -0.681
N -1.1375 -1.0493 -0.1292  -0.608
C -3.4761 -0.3126 -1.1884  -0.262
C 2.1629 0.0895 -0.3989  0.047
C 0.3628 1.3616 0.5201  0.046
C 1.4136 0.1892 0.9199  0.056
C -0.2051 -1.5821 0.5944  0.599
C 2.9351 -1.1780 -0.7026  -0.628
C -1.2007 0.0880 -0.7240  0.756
C 0.0307 0.9092 -0.9249  -0.034
H 2.8715 0.8849 -0.6553  0.231
H 2.3900 -2.1068 -0.6355  0.217
H -0.6126 1.3958 1.1124  0.230
H 3.5363 -1.3425 0.2044  0.227
H 0.5054 3.1121 1.1749  0.494
H -0.1318 1.6434 -1.6865  0.244
H 3.4780 -1.1283 -1.7016  0.256
H -3.3951 -1.2375 -1.5617  0.207
H -2.3857 -0.0376 2.6060  0.581
H 1.9972 0.4062 1.7976  0.245
H -4.2668 0.2145 -1.8166  0.226
H -0.4283 -2.7400 0.6901  0.231
H -3.8498 -0.3613 -0.1697  0.204

---

Which formula does entry 4 have? C25H25F3N2O2SV